Entry 1:
This record from the Open Molecules 2025 dataset describes C34H37BrN6O4P2Rh as an isolated structure. The level of theory is ωB97M-V/def2-TZVPD.

## Properties
- energy relative to the best compared isomer or geometry (same formula, charge and spin) (kcal/mol) = 2.1
- HOMO (eV) = -9.70
- total charge = +1
- spin multiplicity = 1
- max |F| (eV/A) = 0.54

Each line ends with the Mulliken charge.
Element x y z (Å)
Rh -0.53 -0.54 -0.70  0.72
N 2.63 0.27 2.03  -0.38
N 3.65 0.70 1.18  -0.20
C 3.49 0.73 -0.16  0.54
N 4.57 1.02 -0.88  -0.38
N 2.25 0.48 -0.60  -0.05
N 2.07 0.38 -1.92  1.06
O 0.93 -0.02 -2.27  -0.72
O 2.90 0.65 -2.77  -0.82
H 2.54 0.91 2.80  0.29
H 2.81 -0.68 2.35  0.15
H 4.58 0.80 1.54  0.18
H 5.47 1.10 -0.46  0.18
H 4.46 1.04 -1.89  0.21
O -1.79 5.20 -2.76  -0.53
C -1.64 3.96 -2.29  0.86
C -1.92 2.81 -3.04  -0.72
C -1.72 1.58 -2.45  -0.60
N -1.28 1.42 -1.19  0.21
C -1.02 2.54 -0.50  -0.14
Br -0.39 2.29 1.25  -0.07
C -1.18 3.81 -0.99  -0.63
H -2.12 5.19 -3.67  0.31
H -2.28 2.87 -4.06  0.36
H -1.92 0.67 -2.99  0.41
H -0.96 4.68 -0.39  0.50
C -3.74 -0.12 -0.17  -0.52
O -2.94 -0.52 0.94  -0.28
C -1.68 -0.85 0.77  0.63
C -1.14 -1.27 2.11  -1.31
H -3.77 0.97 -0.21  0.30
H -4.74 -0.51 0.02  0.38
H -3.33 -0.53 -1.09  -0.02
H -1.86 -1.89 2.64  0.30
H -0.99 -0.36 2.69  0.45
H -0.18 -1.76 2.02  0.13
C -0.67 -4.03 0.12  -1.70
P 0.18 -2.67 -0.76  0.89
C 0.32 -3.32 -2.46  0.71
C 1.05 -4.48 -2.71  -0.52
C 1.16 -4.98 -4.00  -0.89
C 0.53 -4.32 -5.05  -0.65
C -0.20 -3.17 -4.81  -0.72
C -0.30 -2.67 -3.51  -0.11
C 1.91 -2.83 -0.17  1.29
C 2.97 -2.54 -1.03  -0.84
C 4.28 -2.53 -0.57  -0.72
C 4.56 -2.82 0.76  -0.58
C 3.51 -3.12 1.63  -0.72
C 2.20 -3.12 1.16  -0.82
P -2.52 -3.96 0.01  0.30
C -2.94 -5.60 0.71  0.56
C -4.20 -6.13 0.41  -0.52
C -4.62 -7.33 0.96  -0.63
C -3.79 -8.02 1.83  -0.50
C -2.55 -7.50 2.15  -0.68
C -2.12 -6.30 1.60  -0.34
C -2.83 -4.29 -1.76  0.39
C -2.29 -5.39 -2.44  -0.28
C -2.59 -5.59 -3.78  -0.66
C -3.43 -4.71 -4.45  -0.61
C -3.98 -3.63 -3.79  -0.61
C -3.68 -3.42 -2.45  -0.39
H -0.44 -3.93 1.19  0.64
H -0.27 -4.98 -0.22  0.95
H 1.55 -4.99 -1.90  0.44
H 1.73 -5.88 -4.18  0.45
H 0.62 -4.70 -6.05  0.43
H -0.69 -2.65 -5.62  0.45
H -0.88 -1.77 -3.31  0.25
H 2.78 -2.33 -2.07  0.56
H 5.09 -2.32 -1.26  0.48
H 5.58 -2.84 1.12  0.44
H 3.72 -3.38 2.66  0.45
H 1.41 -3.37 1.86  0.05
H -4.85 -5.60 -0.28  0.36
H -5.59 -7.72 0.70  0.40
H -4.12 -8.96 2.26  0.38
H -1.90 -8.04 2.83  0.40
H -1.15 -5.92 1.86  0.32
H -1.66 -6.09 -1.92  0.36
H -2.16 -6.44 -4.30  0.48
H -3.66 -4.88 -5.50  0.41
H -4.65 -2.96 -4.30  0.46
H -4.12 -2.59 -1.91  0.39

Entry 2:
This record from the Open Molecules 2025 dataset describes CH6NaO6 as an isolated structure at a distorted geometry. The level of theory is ωB97M-V/def2-TZVPD.

## Properties
- energy relative to the best compared isomer or geometry (same formula, charge and spin) (kcal/mol) = 0.0
- HOMO (eV) = -1.27
- total charge = -1
- spin multiplicity = 1
- max |F| (eV/A) = 1.73

Each line ends with the Mulliken charge.
Element x y z (Å)
Na 0.10 0.12 0.15  0.71
C -2.65 0.45 -0.63  0.72
O -2.41 -0.70 -0.04  -0.83
O -3.61 0.60 -1.46  -0.80
O -1.83 1.47 -0.37  -0.86
O 2.29 1.17 -0.28  -0.55
H 2.73 1.57 0.47  0.30
H 2.55 1.70 -1.04  0.29
O 0.61 -1.60 -1.45  -0.57
H 1.53 -1.82 -1.60  0.29
H 0.17 -1.64 -2.30  0.31
O 0.33 -0.12 2.70  -0.64
H 0.70 -1.00 2.72  0.31
H -0.52 -0.20 3.14  0.33

Entry 3:
This record from the Open Molecules 2025 dataset describes a 4-piece molecular cluster, C22H37BO15 overall at a distorted geometry. The level of theory is ωB97M-V/def2-TZVPD.

## Properties
- energy relative to the best compared isomer or geometry (same formula, charge and spin) (kcal/mol) = 9.0
- structure (SMILES) = CCOB(O)[C@@H]1OC(=O)O[C@@H]1CCCCOC.C[C@@H]1COC(=O)O1.C[C@@H]1COC(=O)O1.C[C@@H]1COC(=O)O1
- HOMO (eV) = -9.77
- spin multiplicity = 1
- max |F| (eV/A) = 2.46

Each line ends with the Mulliken charge.
Element x y z (Å)
C -0.09 -2.02 2.98  -1.04
C 1.07 -1.40 2.18  -0.03
O 1.05 -1.77 0.81  -0.68
B 0.15 -1.07 0.04  0.83
O -0.95 -1.74 -0.39  -0.66
C 0.47 0.43 -0.37  -0.21
O 1.73 0.95 0.08  -0.38
C 1.46 2.18 0.60  0.55
O 2.08 2.71 1.50  -0.54
O 0.37 2.68 -0.04  -0.50
C -0.54 1.54 -0.05  0.05
C -1.21 1.48 1.33  -0.12
C -2.69 1.09 1.21  -0.51
C -3.30 0.58 2.53  -0.76
C -4.18 -0.62 2.26  -0.64
O -5.11 -0.28 1.25  -0.34
C -5.51 -1.37 0.45  -0.68
H 0.31 -2.71 3.73  0.34
H -0.64 -1.25 3.52  0.27
H -0.76 -2.56 2.33  0.25
H 1.09 -0.32 2.31  -0.02
H 2.00 -1.77 2.60  0.48
H -1.53 -1.20 -0.94  0.28
H 0.49 0.38 -1.46  0.44
H -1.34 1.64 -0.76  0.84
H -1.16 2.49 1.73  -0.18
H -0.68 0.85 2.04  0.11
H -2.77 0.31 0.45  0.24
H -3.22 1.96 0.87  0.40
H -3.90 1.39 2.92  0.38
H -2.52 0.33 3.24  0.37
H -3.55 -1.43 1.89  0.39
H -4.72 -0.91 3.17  0.34
H -6.56 -1.28 0.20  0.28
H -4.92 -1.42 -0.47  0.21
H -5.39 -2.31 0.98  0.33
C 1.77 5.72 2.88  -1.22
C 0.27 5.62 3.04  0.55
C -0.31 6.24 4.29  -0.67
O -1.50 5.47 4.50  -0.34
C -1.28 4.25 3.96  0.52
O -1.98 3.30 4.10  -0.51
O -0.16 4.25 3.21  -0.25
H 2.24 6.21 3.73  0.42
H 2.21 4.73 2.76  0.24
H 2.03 6.31 1.99  0.31
H -0.24 6.00 2.15  0.30
H -0.55 7.29 4.18  0.31
H 0.34 6.11 5.16  0.35
C 3.42 -0.85 -1.66  -0.71
C 4.67 -0.83 -2.53  0.51
C 4.94 0.46 -3.26  -0.58
O 5.69 0.01 -4.40  -0.36
C 5.32 -1.27 -4.66  0.60
O 5.60 -1.87 -5.64  -0.55
O 4.57 -1.75 -3.64  -0.37
H 2.87 0.09 -1.74  0.12
H 2.77 -1.66 -1.96  0.01
H 3.68 -0.98 -0.61  0.31
H 5.55 -1.13 -1.94  0.30
H 5.52 1.18 -2.69  0.33
H 4.02 0.93 -3.62  0.35
C -1.84 -5.34 -4.74  -1.28
C -0.55 -4.57 -4.54  0.53
C 0.39 -5.12 -3.48  -0.68
O 1.10 -3.95 -3.07  -0.26
C 0.29 -2.89 -3.28  0.55
O 0.49 -1.80 -2.86  -0.49
O -0.79 -3.25 -4.01  -0.38
H -1.92 -6.18 -4.05  0.35
H -2.70 -4.69 -4.60  0.32
H -1.89 -5.76 -5.75  0.31
H -0.02 -4.45 -5.49  0.34
H 1.08 -5.87 -3.86  0.29
H -0.15 -5.53 -2.62  0.35

Entry 4:
This record from the Open Molecules 2025 dataset describes C40H36N6PtS2 as an isolated structure. The level of theory is ωB97M-V/def2-TZVPD.

## Properties
- energy relative to the best compared isomer or geometry (same formula, charge and spin) (kcal/mol) = 0.0
- ⟨S²⟩ = 6.08
- HOMO (alpha / beta) (eV) = -6.93 / -7.07
- spin multiplicity = 5
- max |F| (eV/A) = 0.80

Each line ends with the Mulliken charge.
Element x y z (Å)
Pt 0.51 0.85 -1.60  2.75
C -1.59 3.81 -4.38  -1.07
C -0.82 2.75 -3.88  0.05
N -0.49 2.66 -2.61  0.23
C -0.87 3.62 -1.73  -0.42
C -1.61 4.74 -2.16  1.03
C -1.98 4.80 -3.52  -0.66
C -1.94 5.76 -1.24  -1.03
C -1.48 5.66 0.04  -1.00
C -0.75 4.54 0.49  -0.95
C -0.47 3.47 -0.36  0.98
N 0.23 2.35 -0.06  -0.32
C 0.70 2.04 1.19  0.10
C 0.11 2.31 2.41  -0.42
C 0.71 1.94 3.63  -1.53
C 1.92 1.32 3.67  -1.15
C 2.56 0.98 2.45  1.73
C 3.81 0.32 2.39  -0.84
C 4.35 -0.01 1.18  -0.82
C 3.61 0.29 0.02  -0.44
N 2.47 0.91 0.04  -0.36
C 1.94 1.30 1.23  0.10
H -1.84 3.83 -5.43  0.43
H -0.47 1.97 -4.53  0.21
H -2.57 5.64 -3.87  0.44
H -2.51 6.62 -1.57  0.42
H -1.68 6.45 0.75  0.39
H -0.39 4.53 1.50  0.74
H -0.86 2.79 2.43  0.64
H 0.20 2.18 4.55  0.41
H 2.39 1.06 4.61  0.44
H 4.32 0.08 3.31  0.45
H 5.30 -0.52 1.10  0.48
H 3.99 0.00 -0.96  0.46
S 2.17 0.51 -3.26  -0.43
C 1.36 -0.24 -4.53  0.90
C 2.08 -0.44 -5.75  -0.22
N 2.68 -0.60 -6.72  -0.45
C 0.04 -0.67 -4.44  0.65
S -0.91 -0.51 -3.06  -0.37
C -0.57 -1.30 -5.58  -0.35
N -1.08 -1.78 -6.49  -0.45
C -4.02 2.20 0.45  -1.98
C -3.18 1.09 1.01  0.57
C -3.42 0.59 2.29  -1.00
C -2.68 -0.47 2.81  0.32
C -3.00 -1.03 4.17  -1.83
C -1.66 -1.01 2.06  -0.70
C -1.31 -0.47 0.80  0.91
C -2.14 0.56 0.29  -0.39
N -0.26 -0.84 0.03  0.41
C 0.37 -2.16 0.20  0.86
C -0.67 -3.29 0.19  -1.11
C 0.03 -4.64 0.33  0.29
C 0.96 -4.87 -0.86  -1.54
C 2.01 -3.75 -0.89  0.44
C 2.84 -3.81 0.39  -1.34
C 1.92 -3.57 1.59  0.21
C 0.84 -4.66 1.63  -1.32
C 1.25 -2.20 1.46  -0.25
C 1.30 -2.40 -1.00  -1.52
H -5.08 1.96 0.50  0.51
H -3.76 2.40 -0.59  0.28
H -3.86 3.13 1.00  0.32
H -4.22 1.02 2.89  0.39
H -3.69 -0.39 4.71  0.42
H -2.10 -1.14 4.77  0.38
H -3.46 -2.02 4.08  0.33
H -1.10 -1.82 2.49  0.65
H -1.97 0.91 -0.72  0.09
H -1.21 -3.24 -0.77  0.36
H -1.41 -3.17 0.97  0.68
H -0.73 -5.43 0.36  0.26
H 0.38 -4.87 -1.79  0.50
H 1.45 -5.84 -0.78  0.56
H 2.66 -3.87 -1.76  0.33
H 3.62 -3.05 0.37  0.36
H 3.33 -4.78 0.48  0.59
H 2.50 -3.59 2.52  0.41
H 0.17 -4.49 2.49  0.51
H 1.30 -5.64 1.77  0.54
H 2.01 -1.43 1.36  -1.06
H 0.70 -1.96 2.37  0.80
H 0.72 -2.36 -1.92  0.24
H 2.04 -1.60 -1.05  -0.22

How do the records compare in calculated total energy? In the order shown, they have -144609.3883 -17837.3587 -54805.2335 -75921.7371 eV.